A 2-piece molecular cluster, C5H14 overall, computed with ωB97M-V/def2-TZVPD.

Properties
HOMO level = -11.218 eV
frontier orbital gap = 12.35 eV
max |F| = 0.040 hartree/bohr
ΔE to the lowest compared entry with this formula, charge and spin = 12.7 kcal/mol
E = -5411.497 eV

Geometry (Å):
C -1.356 -1.854 2.008
C -0.697 -0.682 1.283
C 0.840 -0.727 1.068
H -0.773 -2.777 1.952
H -2.363 -2.065 1.656
H -1.398 -1.637 3.075
H -1.195 -0.420 0.357
H -0.881 0.207 1.891
H 1.261 -0.055 1.792
H 1.190 -1.753 1.187
H 1.098 -0.481 0.046
C 0.799 1.225 -2.747
C 0.351 1.760 -1.368
H 1.135 2.114 -3.279
H 1.487 0.392 -2.696
H -0.148 0.982 -3.231
H -0.293 2.623 -1.544
H 1.134 2.103 -0.685
H -0.191 1.045 -0.765

***

C3H5NOS in the gas phase, computed with ωB97M-V/def2-TZVPD.

Properties
HOMO level = -9.661 eV
frontier orbital gap = 9.89 eV
max |F| = 0.070 hartree/bohr
ΔE to the lowest compared entry with this formula, charge and spin = 63.7 kcal/mol
E = -17562.507 eV

Geometry (Å):
C 2.471 -0.408 0.150
N 1.314 -0.034 -0.360
S 0.008 -1.286 -0.140
C -1.508 -0.532 0.022
C -1.418 0.965 -0.054
O -2.511 -1.217 0.000
H 2.655 -1.434 0.368
H 3.445 0.225 0.187
H -2.612 1.095 -0.195
H -1.181 1.505 0.910
H -0.664 1.122 -0.888

***

A 5-piece molecular cluster, C24H73N12O5P4 overall, computed with ωB97M-V/def2-TZVPD.

Properties
HOMO level = -2.577 eV
frontier orbital gap = 4.53 eV
max |F| = 0.073 hartree/bohr
ΔE to the lowest compared entry with this formula, charge and spin = 121.6 kcal/mol
E = -91347.606 eV
charge = -1

Geometry (Å):
O -3.025 0.706 0.559
H -2.292 0.506 1.173
O 1.173 5.218 7.135
P 1.837 5.491 5.837
N 1.162 4.526 4.634
C -0.219 4.702 4.263
C 1.501 3.089 4.489
N 3.521 5.188 5.831
C 4.193 5.340 7.124
C 4.397 5.118 4.642
N 1.640 7.034 5.227
C 2.052 7.331 3.853
C 0.704 7.963 5.846
H -0.847 4.213 5.008
H -0.458 4.154 3.351
H -0.459 5.756 4.117
H 2.344 3.021 3.801
H 0.786 2.432 3.993
H 1.593 2.633 5.474
H 3.431 5.386 7.902
H 4.989 4.599 7.199
H 4.672 6.315 7.031
H 5.123 4.327 4.831
H 3.949 4.800 3.701
H 4.894 6.073 4.470
H 1.347 6.951 3.113
H 2.243 8.403 3.817
H 3.007 6.830 3.692
H -0.198 7.932 5.236
H 1.156 8.943 5.697
H 0.508 7.781 6.902
O 0.880 -6.781 3.465
P 0.552 -5.427 4.076
N 1.511 -4.205 3.241
C 1.178 -3.771 1.916
C 2.802 -3.601 3.639
N 0.773 -5.119 5.745
C 0.530 -3.848 6.353
C 0.679 -6.248 6.680
N -1.116 -4.936 3.732
C -1.602 -3.563 3.754
C -2.198 -5.890 3.540
H 1.758 -4.371 1.215
H 1.330 -2.691 1.891
H 0.132 -4.015 1.735
H 3.352 -4.383 4.164
H 2.599 -2.649 4.130
H 3.350 -3.390 2.721
H -0.483 -3.467 6.222
H 0.618 -3.869 7.439
H 1.268 -3.125 6.005
H 0.908 -7.158 6.124
H 1.459 -6.112 7.429
H -0.317 -6.236 7.122
H -0.830 -2.882 4.112
H -1.845 -3.231 2.745
H -2.476 -3.516 4.403
H -1.964 -6.564 2.716
H -3.101 -5.299 3.379
H -2.280 -6.535 4.415
O -7.611 -3.537 -5.885
P -6.566 -2.785 -5.149
N -6.817 -1.137 -4.746
C -5.895 -0.139 -4.079
C -8.027 -0.572 -5.242
N -5.082 -2.715 -6.013
C -4.866 -1.604 -6.896
C -4.327 -3.863 -6.350
N -6.075 -3.520 -3.673
C -4.932 -3.077 -2.791
C -7.019 -4.386 -3.006
H -6.301 0.261 -3.150
H -5.581 0.711 -4.685
H -4.896 -0.513 -3.852
H -7.953 -0.237 -6.277
H -8.474 0.276 -4.725
H -8.806 -1.335 -5.249
H -3.948 -1.784 -7.455
H -5.750 -1.523 -7.530
H -4.685 -0.715 -6.291
H -4.540 -4.542 -5.524
H -4.721 -4.329 -7.252
H -3.283 -3.583 -6.495
H -4.234 -2.353 -3.212
H -5.365 -2.609 -1.907
H -4.374 -3.973 -2.523
H -6.814 -5.414 -3.307
H -7.977 -4.288 -3.517
H -7.105 -4.250 -1.928
O 3.805 1.919 -6.920
P 3.880 1.534 -5.498
N 5.165 2.244 -4.545
C 5.040 3.503 -3.834
C 6.519 1.874 -4.964
N 4.101 -0.190 -5.175
C 3.932 -0.700 -3.790
C 3.849 -1.140 -6.284
N 2.443 1.925 -4.629
C 2.287 2.153 -3.200
C 1.148 1.913 -5.323
H 4.006 3.836 -3.743
H 5.555 4.287 -4.388
H 5.558 3.445 -2.876
H 7.129 1.614 -4.099
H 6.970 2.763 -5.403
H 6.497 1.038 -5.664
H 4.277 -1.733 -3.744
H 4.472 -0.106 -3.052
H 2.877 -0.584 -3.545
H 2.881 -0.995 -6.762
H 4.631 -1.055 -7.039
H 3.690 -2.134 -5.865
H 1.584 1.454 -2.748
H 3.182 1.918 -2.623
H 1.885 3.162 -3.105
H 0.386 2.456 -4.764
H 0.752 0.906 -5.457
H 1.330 2.349 -6.306

***

C3H3O2Tm as an isolated structure, computed with ωB97M-V/def2-TZVPD.

Properties
HOMO level (spin up / spin down) = -6.394 / -6.953 eV
frontier orbital gap (spin up / spin down) = 6.18 / 5.76 eV
max |F| = 0.064 hartree/bohr
E = -36778.567 eV
<S²> = 2.012
spin multiplicity = 3

Geometry (Å):
O -2.335 0.111 1.121
Tm 2.469 -0.201 0.373
O 0.390 0.344 -1.031
C -0.389 -0.193 -0.200
C -1.740 0.247 0.058
C -2.373 -0.054 -1.371
H -2.155 -1.041 -1.805
H -2.172 0.753 -2.089
H -3.459 -0.082 -1.191

***

A 2-piece molecular cluster, C3H9BrOSi overall, computed with ωB97M-V/def2-TZVPD.

Properties
HOMO level = -8.154 eV
frontier orbital gap = 7.71 eV
max |F| = 0.070 hartree/bohr
ΔE to the lowest compared entry with this formula, charge and spin = 52.1 kcal/mol
E = -83224.478 eV

Geometry (Å):
C 1.481 1.773 0.473
C -2.193 0.016 -0.333
C 0.669 -1.738 -0.734
O 0.321 1.265 -0.128
Si -0.379 -0.204 -0.261
Br -0.516 -1.171 2.911
H 2.192 0.993 0.984
H 1.197 2.601 1.248
H 2.228 2.245 -0.201
H -2.752 -0.286 0.572
H -2.265 1.046 -0.655
H -2.674 -0.471 -1.245
H 0.515 -2.638 -0.145
H 0.413 -2.055 -1.663
H 1.762 -1.376 -0.825

***

Record order is preserved below.
Molar mass: 74.17 103.15 733.82 239.99 169.09 g/mol